This record from the Open Molecules 2025 dataset describes 11 unconnected molecules or ions with the total composition C33H56N4O25 at a distorted geometry. The level of theory is ωB97M-V with the def2-TZVPD basis set.

Structure (XYZ):
```
118
Properties=species:S:1:pos:R:3:forces:R:3:mulliken_charge:R:1
C 2.485 4.144 0.223 -1.68 0.38 0.70 -1.15
C 1.257 3.906 1.124 0.58 -0.04 -0.86 0.73
O 1.470 3.454 2.231 -0.44 -0.27 1.10 -0.66
N 0.007 4.172 0.658 1.10 0.82 0.25 0.08
C -0.322 4.355 -0.734 0.46 -1.65 -0.44 -0.97
H 2.588 5.229 0.101 0.35 -0.27 -0.11 0.42
H 2.259 3.675 -0.714 0.36 -0.22 -0.72 0.32
H 3.300 3.664 0.751 0.23 0.22 -0.23 0.16
H -0.728 3.908 1.282 -0.42 -0.23 0.24 0.12
H -0.328 3.349 -1.177 0.00 0.21 -0.37 0.20
H 0.383 4.954 -1.304 0.04 0.28 0.32 0.35
H -1.315 4.722 -0.864 -0.66 0.63 0.16 0.40
C -1.462 -0.911 -7.065 -0.24 -1.06 1.01 -1.27
C -0.765 -0.176 -5.928 0.21 2.32 -0.98 0.69
O -0.145 -0.667 -5.025 0.21 -1.11 0.63 -0.50
N -0.802 1.216 -6.050 0.26 -0.75 0.65 -0.19
C -0.073 2.137 -5.163 -0.88 0.08 -0.03 -0.51
H -0.801 -1.671 -7.513 -0.24 0.44 0.20 0.27
H -1.891 -0.266 -7.786 0.13 0.86 -0.97 0.45
H -2.366 -1.418 -6.701 0.43 -0.21 0.36 0.27
H -1.131 1.585 -6.909 -0.28 0.27 -0.54 0.22
H 1.017 2.129 -5.317 -0.40 0.18 -0.05 0.25
H -0.303 1.944 -4.130 0.25 -0.90 0.50 -0.05
H -0.541 3.133 -5.223 0.59 -0.16 -0.77 0.41
C 3.706 1.096 2.333 0.01 1.10 -0.46 -0.08
C 4.078 -0.235 2.782 0.08 -2.31 1.12 0.26
O 3.258 -1.029 3.265 0.05 0.45 -0.37 -0.79
N 5.388 -0.595 2.718 -0.17 1.49 -1.09 -0.18
C 5.878 -1.906 2.961 0.70 -0.20 1.53 -1.00
H 3.015 1.047 1.505 -0.02 -0.20 -0.36 -0.38
H 4.555 1.707 2.020 -0.08 0.04 0.13 0.59
H 3.150 1.572 3.120 -0.08 0.46 0.41 0.22
H 6.000 0.098 2.312 0.03 -0.27 0.07 0.27
H 5.077 -2.612 2.916 -0.54 -0.47 -0.27 0.26
H 6.276 -1.972 3.986 -0.09 -0.09 -0.16 0.34
H 6.702 -2.178 2.318 0.02 0.03 -0.49 0.37
C 0.123 -2.650 4.047 0.49 -0.67 -0.22 -0.73
C -0.481 -1.361 4.471 -1.32 1.03 -0.04 1.03
O -1.649 -1.204 4.874 1.16 -0.48 -0.36 -0.74
N 0.344 -0.315 4.248 1.20 1.00 0.83 0.18
C 0.052 1.066 4.718 -0.06 -0.86 -0.11 -0.82
H 1.131 -2.490 3.660 -0.08 -0.06 -0.05 0.01
H -0.449 -3.130 3.246 -0.07 0.04 0.32 0.08
H 0.223 -3.324 4.895 -0.29 -0.14 0.04 0.46
H 1.346 -0.523 4.073 -0.95 0.11 -0.04 -0.04
H 0.494 1.744 3.994 0.05 0.28 0.00 0.21
H 0.465 1.282 5.733 -0.37 -0.31 -0.71 0.33
H -1.038 1.190 4.704 0.33 0.03 0.17 0.28
C -3.934 2.376 -2.142 -1.89 -1.23 -0.27 -0.29
C -3.767 1.559 -0.841 -0.20 3.03 0.86 1.14
O -5.006 1.936 -0.070 0.64 0.08 -1.38 -0.36
C -5.615 3.006 -0.686 1.46 -0.48 -0.31 0.55
O -6.560 3.582 -0.265 -0.46 0.04 0.36 -0.56
O -4.964 3.370 -1.830 0.60 -0.70 0.83 -0.39
H -4.427 1.761 -2.922 0.71 0.20 0.18 0.27
H -3.031 2.839 -2.513 0.07 0.15 0.13 0.16
H -2.919 2.010 -0.292 -0.40 -0.49 0.03 -0.45
H -3.639 0.503 -0.898 -0.30 -0.67 -0.31 -0.17
C 4.248 -0.774 -3.536 -0.13 0.32 0.71 -0.52
C 2.754 -0.869 -3.817 -0.92 0.16 0.18 -0.04
O 2.129 -0.293 -2.636 0.44 -0.43 -0.40 0.63
C 3.050 0.169 -1.794 0.82 -0.50 -1.26 0.05
O 2.799 0.740 -0.792 0.03 0.44 1.05 -0.30
O 4.333 -0.083 -2.244 -0.97 0.20 -0.76 -0.46
H 4.830 -0.287 -4.337 -0.21 0.09 0.64 0.31
H 4.643 -1.746 -3.323 0.41 -0.58 -0.29 0.27
H 2.386 -1.886 -3.945 0.14 0.03 0.22 0.00
H 2.355 -0.308 -4.656 0.34 0.21 -0.13 0.26
C -5.345 4.140 3.467 1.05 -1.05 0.82 -0.36
C -5.007 2.949 4.402 0.81 1.15 -0.25 -0.40
O -4.013 2.273 3.635 0.06 -1.07 -0.04 -0.27
C -3.436 3.096 2.755 -2.81 1.64 1.70 0.31
O -2.519 2.835 2.089 2.12 -0.46 -1.57 -0.12
O -4.097 4.312 2.785 0.57 -0.67 -0.42 -0.36
H -5.512 4.997 4.077 -0.42 0.83 0.03 0.32
H -6.108 3.935 2.734 -0.43 -0.02 -0.11 0.25
H -5.825 2.287 4.623 -0.20 -0.25 0.05 0.32
H -4.478 3.296 5.318 -0.71 -0.17 -0.40 0.26
C -0.721 -3.082 -2.943 -1.70 0.02 -1.35 0.19
C -0.753 -3.850 -1.625 0.66 1.01 1.10 0.59
O 0.467 -4.589 -1.687 0.73 -0.36 -0.12 -0.41
C 1.248 -4.161 -2.701 -1.43 0.35 0.48 0.56
O 2.386 -4.464 -2.830 1.13 -0.40 -0.35 -0.59
O 0.576 -3.335 -3.518 0.00 -0.29 0.67 -0.29
H -0.881 -2.004 -2.942 0.23 -0.13 0.57 -0.28
H -1.498 -3.473 -3.638 0.63 0.04 0.29 0.40
H -1.563 -4.535 -1.422 -0.29 -0.16 -0.61 0.41
H -0.697 -3.206 -0.722 0.03 -0.17 -0.73 -0.63
C 4.119 -3.330 -0.757 -0.90 1.01 1.36 -0.32
C 4.328 -4.713 -0.137 0.38 -0.17 0.50 -0.48
O 3.181 -4.941 0.694 -0.45 1.22 -0.66 -0.47
C 2.336 -3.849 0.631 0.67 -0.54 0.46 -0.01
O 1.400 -3.737 1.361 -0.01 -0.02 -0.56 -0.44
O 2.751 -2.919 -0.270 1.22 -1.49 -0.30 0.61
H 4.154 -3.282 -1.852 -0.12 -0.04 0.57 0.01
H 4.761 -2.605 -0.227 0.00 -0.17 -0.80 0.42
H 5.209 -4.726 0.544 -0.47 0.01 -0.61 0.26
H 4.429 -5.506 -0.878 -0.22 0.03 0.06 0.30
C 0.164 0.345 1.175 -1.51 -0.11 -0.10 0.74
C 0.300 -1.029 0.533 0.88 0.52 -1.11 -0.17
O -0.353 -0.848 -0.764 0.25 -1.22 1.14 0.45
C -0.475 0.424 -0.977 0.09 1.13 0.09 -0.63
O -0.864 0.902 -1.984 -1.05 0.75 -2.19 -0.48
O -0.130 1.203 0.042 0.53 -0.47 1.38 0.52
H 1.002 0.686 1.719 1.11 0.39 0.13 -0.19
H -0.675 0.428 1.885 0.06 -0.19 -0.41 -0.52
H -0.174 -1.828 1.045 -0.41 -0.54 0.49 0.85
H 1.321 -1.315 0.248 -0.27 0.28 0.63 -0.76
C -4.352 -2.062 2.324 0.72 0.47 0.70 -0.47
C -3.488 -0.834 2.063 0.09 0.63 0.88 0.51
O -2.773 -1.187 0.872 -0.27 -0.16 -0.27 0.37
C -3.568 -2.046 0.203 -0.32 0.42 1.18 0.41
O -3.480 -2.360 -0.923 0.76 -0.40 -2.10 -0.57
O -4.549 -2.491 0.984 -1.04 -0.79 0.46 -0.42
H -5.295 -1.890 2.873 0.34 0.10 -0.69 0.36
H -3.778 -2.801 2.894 -0.09 -0.10 -0.23 0.27
H -2.744 -0.618 2.822 -0.15 -0.06 0.28 -0.23
H -4.085 0.061 1.869 0.02 -0.05 -0.08 -0.10
```
Forces are in eV/Å.

E_HOMO, eV: -8.97
Frontier orbital gap, eV: 9.4
SMILES: O=C1OCCO1.O=C1OCCO1.O=C1OCCO1.O=C1OCCO1.O=C1OCCO1.O=C1OCCO1.O=C1OCCO1.CNC(C)=O.CNC(C)=O.CNC(C)=O.CNC(C)=O

This record from the Open Molecules 2025 dataset describes 3 unconnected molecules or ions with the total composition C33H56O11 at a distorted geometry. The level of theory is ωB97M-V with the def2-TZVPD basis set.

Structure (XYZ):
```
100
Properties=species:S:1:pos:R:3:forces:R:3:mulliken_charge:R:1
C -0.514 -0.752 -0.436 -1.21 0.71 0.33 -0.33
C 0.333 -1.569 -1.005 0.51 -1.02 0.29 -0.14
C 1.533 -2.278 -0.367 1.26 0.58 -0.86 -0.17
O 1.472 -3.654 -0.437 -0.55 0.50 0.08 -0.53
C 0.357 -4.205 0.273 0.03 -1.18 0.46 -0.53
C -0.428 -5.233 -0.561 0.00 -0.01 0.13 0.69
C -0.844 -4.704 -1.951 -0.05 -0.17 0.03 -1.50
C -1.591 -5.779 0.321 -0.26 0.33 -0.50 -1.43
C -2.951 -5.076 0.132 -0.84 0.01 0.29 1.00
C -2.881 -3.543 0.273 0.23 -0.28 0.17 -0.95
C -3.999 -5.619 1.161 0.94 0.21 -0.22 -1.42
O 2.626 -1.885 -1.260 -0.49 0.71 -0.68 -0.59
C 2.651 -0.524 -1.017 -0.42 -4.79 3.87 -0.30
O 2.819 0.295 -1.780 1.04 4.08 -3.38 -0.44
O 2.442 -0.359 0.338 0.11 0.53 0.28 1.45
C 2.182 -1.647 0.903 -1.21 -2.32 0.38 1.26
C 3.446 -2.447 1.300 1.26 0.54 0.04 -1.33
C 4.594 -1.560 1.859 0.26 -0.58 -0.37 -0.51
C 5.416 -0.851 0.754 0.55 0.26 0.36 -0.59
C 5.772 0.628 1.037 -0.56 0.15 -0.42 -1.29
C 4.588 1.491 1.542 0.72 0.87 -0.35 1.08
C 4.090 2.542 0.514 -0.78 0.00 1.16 -1.40
C 2.663 3.009 0.924 -0.48 0.24 -0.75 -0.08
C 1.719 3.245 -0.299 0.72 -0.11 0.29 -1.05
O 0.543 2.447 -0.236 -0.21 0.62 -0.17 -0.12
C -0.520 3.081 0.428 -0.62 -0.05 0.33 -0.43
C 1.242 -1.709 2.125 -0.12 1.62 0.49 -0.91
C 1.642 -0.774 3.295 -1.15 -0.47 -0.30 -1.25
O 2.353 -1.569 4.253 0.03 0.61 0.00 -0.38
C 2.901 -0.826 5.284 -2.93 0.44 -0.68 0.67
C 1.937 -0.048 6.172 0.22 -0.84 0.02 -1.01
O 4.051 -0.836 5.435 3.27 -0.18 0.73 -0.49
H -1.476 -0.605 -0.929 0.38 0.63 -0.15 -0.71
H -0.356 -0.230 0.501 -0.14 -0.42 0.08 0.18
H 0.214 -1.748 -2.072 -0.07 -0.73 0.25 0.96
H -0.316 -3.461 0.707 0.23 0.18 -0.42 -0.13
H 0.775 -4.774 1.122 -0.06 0.25 -0.09 0.33
H 0.258 -6.075 -0.727 -0.07 0.16 0.05 0.60
H -1.831 -5.049 -2.276 0.15 -0.08 0.20 0.37
H -0.139 -5.053 -2.710 0.01 0.32 0.10 0.32
H -0.889 -3.613 -1.954 0.10 -0.19 -0.17 0.20
H -1.721 -6.841 0.075 -0.05 0.14 0.20 0.34
H -1.340 -5.714 1.392 0.18 -0.07 -0.23 0.37
H -3.334 -5.347 -0.860 0.09 0.28 0.07 0.14
H -2.388 -3.067 -0.577 0.07 0.01 0.27 -0.13
H -2.339 -3.333 1.209 -0.06 0.22 -0.25 0.17
H -3.862 -3.068 0.371 0.03 -0.28 -0.15 0.56
H -3.448 -5.967 2.045 -0.35 -0.12 -0.05 0.36
H -4.648 -4.802 1.485 -0.14 -0.27 -0.11 0.34
H -4.585 -6.433 0.729 0.03 0.05 0.26 0.34
H 3.246 -3.203 2.062 -0.48 0.21 -0.11 0.49
H 3.886 -3.003 0.464 -0.35 0.21 -0.07 0.54
H 4.262 -0.890 2.652 -0.06 0.04 -0.22 -0.09
H 5.279 -2.255 2.363 -0.17 0.14 0.04 0.62
H 6.373 -1.384 0.661 -0.21 0.03 -0.13 0.44
H 4.962 -0.931 -0.241 -0.14 0.01 0.29 0.22
H 6.630 0.733 1.711 -0.21 -0.30 0.05 0.35
H 6.102 1.066 0.082 0.08 -0.09 0.21 0.45
H 3.715 0.920 1.850 0.35 -0.19 0.01 -1.24
H 4.953 2.064 2.406 -0.33 -0.22 0.06 0.60
H 4.053 2.143 -0.504 0.18 0.01 0.18 0.48
H 4.737 3.424 0.581 0.14 -0.26 -0.48 0.44
H 2.684 3.933 1.517 0.21 -0.21 0.01 0.63
H 2.148 2.261 1.543 0.25 -0.02 -0.13 -0.19
H 2.231 2.964 -1.226 -0.11 -0.07 0.18 0.40
H 1.476 4.316 -0.374 -0.23 -0.23 -0.05 0.44
H -0.519 2.902 1.517 0.19 0.05 -0.17 0.24
H -1.472 2.685 0.048 0.28 -0.06 0.02 -0.06
H -0.548 4.170 0.269 0.19 -0.18 -0.06 0.34
H 0.199 -1.472 1.897 0.29 -0.03 -0.25 0.42
H 1.228 -2.713 2.551 0.15 -0.01 -0.33 0.66
H 2.192 0.113 2.957 0.23 -0.31 0.12 0.71
H 0.705 -0.405 3.742 0.24 -0.07 0.05 0.56
H 1.289 -0.793 6.652 -0.06 0.25 -0.09 0.31
H 1.315 0.654 5.616 0.14 0.00 0.11 0.27
H 2.549 0.425 6.939 -0.24 0.21 -0.15 0.36
O -3.864 -1.075 -2.121 0.01 -0.01 -0.25 -0.60
C -3.717 0.026 -2.575 0.19 -0.13 0.32 0.43
O -3.528 0.267 -3.894 -0.08 -0.09 0.17 -0.37
C -3.275 1.669 -4.105 0.05 0.29 -0.13 -0.59
C -3.863 2.366 -2.894 -0.08 -0.04 0.34 -0.10
C -3.666 1.326 -1.798 -0.27 0.29 -0.40 0.43
H -2.195 1.816 -4.187 0.00 -0.05 0.03 0.27
H -3.744 1.986 -5.033 0.00 -0.20 -0.03 0.31
H -3.399 3.322 -2.683 0.06 -0.05 -0.06 0.10
H -4.929 2.538 -3.048 0.05 0.05 -0.05 0.23
H -2.686 1.414 -1.322 -0.05 -0.11 0.04 -0.62
H -4.455 1.363 -1.051 0.16 -0.20 0.15 0.46
O -5.735 4.853 -3.897 0.30 -0.10 -0.12 -0.57
C -4.884 5.646 -3.620 -0.45 -0.04 0.20 0.53
O -3.554 5.358 -3.659 -0.16 0.26 -0.12 -0.29
C -2.801 6.481 -3.168 0.22 0.17 0.02 -0.44
C -3.714 7.683 -3.340 -0.08 0.22 0.05 -0.49
C -5.094 7.068 -3.144 0.45 0.25 -0.26 -0.45
H -2.548 6.298 -2.121 -0.03 -0.02 -0.01 0.24
H -1.881 6.577 -3.741 -0.03 -0.22 -0.03 0.33
H -3.489 8.495 -2.651 0.05 -0.06 0.02 0.33
H -3.627 8.071 -4.357 0.03 -0.02 0.03 0.26
H -5.387 7.048 -2.093 -0.11 -0.04 -0.04 0.25
H -5.853 7.568 -3.739 -0.20 -0.17 0.16 0.32
```
Forces are in eV/Å.

E_HOMO, eV: -9.65
Frontier orbital gap, eV: 10.0
SMILES: C=C[C@@]1(OC[C@H](C)CC(C)C)OC(=O)O[C@@]1(CCCCCCCCOC)CCOC(C)=O.O=C1CCCO1.O=C1CCCO1

In order of appearance, E_LUMO = 0.43, 0.31 eV.